A gas-phase ion, C7H13N2 (charge +1) at a distorted geometry. Source: the Open Molecules 2025 dataset; level of theory: the ωB97M-V functional and the def2-TZVPD basis.

Each line ends with the natural charge from an NBO analysis.
Geometry (Å):
1 C 0.1488 1.5007 0.5279  -0.194
2 C 0.5509 1.5003 -0.7395  0.086
3 C -1.2019 -2.0518 1.0156  -0.433
4 C -0.9536 -1.6517 -0.4711  -0.423
5 C -0.4579 -0.8415 0.6378  0.292
6 C -0.4099 0.4664 2.6090  -0.430
7 C 1.5776 0.6999 -2.7711  -0.402
8 N -0.2901 0.3322 1.1661  -0.229
9 N 0.7756 0.4928 -1.5767  -0.537
10 H -0.0951 2.3768 1.1838  0.241
11 H 0.9219 2.4946 -1.0481  0.234
12 H -2.1844 -1.8868 1.5757  0.258
13 H -0.6595 -2.8974 1.2632  0.251
14 H -0.2439 -2.1514 -1.0225  0.242
15 H -1.8434 -1.2975 -0.8564  0.253
16 H -1.3202 -0.0048 2.8756  0.226
17 H 0.3252 -0.3178 3.0802  0.250
18 H -0.3406 1.5701 2.9960  0.259
19 H 2.4197 0.0404 -2.5350  0.219
20 H 0.9034 0.3550 -3.6137  0.217
21 H 1.7671 1.7267 -2.9078  0.220
22 H 0.6105 -0.4552 -1.3887  0.402

Results
HOMO-LUMO gap (alpha / beta) in eV: 8.088 / 8.088
Relative energy (zero: lowest compared OMol25 entry of this formula, charge and spin) in eV: 4.255
Charge: +1
E_LUMO (alpha / beta) in eV: -4.233 / -4.233
Spin multiplicity: 1

A gas-phase ion, C7H13N2 (charge +1) at a distorted geometry. Source: the Open Molecules 2025 dataset; level of theory: the ωB97M-V functional and the def2-TZVPD basis.

Each line ends with the natural charge from an NBO analysis.
Geometry (Å):
1 C -2.5869 -0.8304 -0.1887  0.352
2 C -1.6619 1.4386 -0.3852  0.386
3 C 0.3555 0.2433 0.1201  0.237
4 C -3.0771 -1.5489 0.9101  -0.706
5 C 2.5472 -0.2861 1.1132  -0.603
6 C 2.1863 0.1513 -1.4922  -0.582
7 C 1.8123 0.5465 -0.0034  -0.383
8 N -2.3950 0.4011 -0.2778  -0.347
9 N -0.3563 1.3893 -0.1551  -0.632
10 H -2.4490 -1.3904 -1.2244  0.241
11 H -2.1446 2.4870 -0.4926  0.256
12 H -2.9926 -2.5699 0.7339  0.261
13 H -4.0702 -1.2765 0.8754  0.281
14 H -2.5948 -1.3168 1.9153  0.278
15 H 3.2069 0.3343 1.6758  0.225
16 H 3.2289 -1.0547 0.7876  0.225
17 H 1.8001 -0.7388 1.7171  0.221
18 H 1.4304 0.4080 -2.2208  0.206
19 H 2.2775 -0.8615 -1.3847  0.222
20 H 3.1266 0.6557 -1.8166  0.245
21 H 2.1594 1.6326 0.2013  0.205
22 H 0.1971 2.1862 -0.4082  0.411

Results
HOMO-LUMO gap in eV: 8.538
Relative energy (zero: lowest compared OMol25 entry of this formula, charge and spin) in eV: 5.067
Charge: +1
E_LUMO in eV: -4.625
Spin multiplicity: 1

2 unconnected molecules or ions with the total composition C7H13N2 at a distorted geometry. Source: the Open Molecules 2025 dataset; level of theory: the ωB97M-V functional and the def2-TZVPD basis.

Each line ends with the natural charge from an NBO analysis.
Geometry (Å):
1 C -0.4914 -1.8517 -0.4560  0.276
2 C -1.9411 -0.0437 0.1947  0.265
3 C 0.3853 -2.7022 -0.8290  -0.457
4 C 0.0436 1.6133 0.0799  0.032
5 C -3.2388 0.4015 0.5046  -0.739
6 C 1.9446 0.6437 -1.1214  -0.430
7 C 1.6305 0.3998 1.3691  -0.417
8 N -1.3802 -1.0468 -0.2172  -0.347
9 N 1.1882 0.9779 0.0719  -0.305
10 H 1.3880 -2.3196 -0.9721  0.211
11 H 0.4129 -3.7836 -0.8939  0.262
12 H -0.3741 1.8074 -0.9099  0.233
13 H -0.3037 1.9799 1.0259  0.228
14 H -3.8714 -0.4378 0.7798  0.245
15 H -3.7603 0.8168 -0.3667  0.292
16 H -3.1542 1.2227 1.3438  0.261
17 H 2.1500 -0.4404 -1.3344  0.228
18 H 1.4243 1.0619 -2.0153  0.232
19 H 2.8676 1.1805 -1.1285  0.236
20 H 1.0206 0.7380 2.1545  0.227
21 H 1.3189 -0.6969 1.2519  0.224
22 H 2.7407 0.4794 1.4684  0.242

Results
HOMO-LUMO gap (alpha / beta) in eV: 7.827 / 7.828
Relative energy (zero: lowest compared OMol25 entry of this formula, charge and spin) in eV: 5.693
Charge: +1
E_LUMO (alpha / beta) in eV: -3.697 / -3.696
Spin multiplicity: 1

A gas-phase ion, C7H13N2 (charge +1) at a distorted geometry. Source: the Open Molecules 2025 dataset; level of theory: the ωB97M-V functional and the def2-TZVPD basis.

Each line ends with the natural charge from an NBO analysis.
Geometry (Å):
1 C -1.8748 0.2876 -0.0470  -0.190
2 C -0.8545 1.2345 0.1375  0.181
3 C -2.9984 -0.0910 -0.1202  0.257
4 C -4.1363 -0.8377 -0.2179  -0.771
5 C 1.9801 -0.9898 1.1301  -0.656
6 C 1.3249 2.1267 -0.0050  -0.426
7 C 1.9529 -0.8767 -0.3567  -0.215
8 N 0.7580 -0.1086 -0.6593  -0.424
9 N 0.4205 1.0391 -0.0129  -0.069
10 H 0.2885 -0.3892 -1.3672  0.385
11 H -1.1362 2.2654 0.3491  0.239
12 H -4.7904 -0.9008 0.6999  0.289
13 H -4.7640 -0.4371 -1.0998  0.284
14 H -4.1468 -1.9224 -0.4024  0.288
15 H 1.8211 -0.2448 1.8920  0.230
16 H 2.9684 -1.3962 1.2234  0.230
17 H 1.3808 -1.8312 1.3255  0.223
18 H 0.9885 3.0095 0.4904  0.247
19 H 2.3690 1.7146 0.3653  0.243
20 H 1.5498 2.2632 -1.0040  0.232
21 H 1.8413 -1.8288 -0.8172  0.237
22 H 2.8986 -0.3710 -0.6674  0.188

Results
HOMO-LUMO gap in eV: 8.492
Relative energy (zero: lowest compared OMol25 entry of this formula, charge and spin) in eV: 5.612
Charge: +1
E_LUMO in eV: -4.716
Spin multiplicity: 1

A gas-phase ion, C7H13N2 (charge +1) at a distorted geometry. Source: the Open Molecules 2025 dataset; level of theory: the ωB97M-V functional and the def2-TZVPD basis.

Each line ends with the natural charge from an NBO analysis.
Geometry (Å):
1 C -1.7026 1.5579 -0.6125  -0.355
2 C 2.4538 0.2608 -1.3767  -0.497
3 C -1.6238 -0.8264 0.1524  -0.463
4 C -0.2270 -1.1378 -0.5254  -0.279
5 C 0.9090 -0.0304 1.5753  -0.029
6 C -1.9719 0.6847 0.3333  -0.163
7 C 1.9544 0.1182 -0.1846  0.378
8 N 1.9505 0.7370 1.0079  -0.609
9 N 0.9089 -0.9551 0.3793  -0.395
10 H -2.1428 2.6835 -0.5090  0.200
11 H -1.2800 1.4791 -1.5878  0.191
12 H 2.3845 -0.5084 -2.2593  0.261
13 H 3.1360 0.9775 -1.5198  0.244
14 H -2.3795 -1.3077 -0.4676  0.249
15 H -1.6065 -1.3477 1.2374  0.218
16 H -0.4224 -2.1902 -0.7904  0.249
17 H -0.3186 -0.6571 -1.4752  0.252
18 H 1.0290 -0.4913 2.5603  0.223
19 H -0.0591 0.4916 1.7522  0.226
20 H -2.4888 0.8413 1.3021  0.212
21 H 2.0457 1.6850 1.1888  0.424
22 H 1.4848 -1.8150 0.5601  0.462

Results
HOMO-LUMO gap (alpha / beta) in eV: 6.046 / 7.233
Relative energy (zero: lowest compared OMol25 entry of this formula, charge and spin) in eV: 4.638
Charge: +1
E_LUMO (alpha / beta) in eV: -3.025 / -5.957
Spin multiplicity: 3

A molecular structure, C7H13N2O at a distorted geometry. Source: the Open Molecules 2025 dataset; level of theory: the ωB97M-V functional and the def2-TZVPD basis.

Each line ends with the natural charge from an NBO analysis.
Geometry (Å):
1 C 0.4164 -1.9813 -1.2746  0.154
2 C 1.0172 -1.0286 -2.0264  0.068
3 C 0.2510 -0.1360 -0.0649  0.251
4 C -1.8109 1.4307 1.0391  -0.676
5 C -0.6058 -2.3344 0.9317  -0.425
6 C 1.2871 1.4152 -1.6316  -0.439
7 C -0.3585 1.0650 1.3454  0.235
8 N -0.0300 -1.4633 -0.0899  -0.370
9 N 0.9045 0.1175 -1.1963  -0.417
10 O 0.4910 2.0990 1.4351  -0.693
11 H 0.3256 -2.9702 -1.4912  0.231
12 H 1.4232 -1.0715 -3.0686  0.273
13 H -2.1157 1.9168 0.0841  0.248
14 H -1.8834 2.2690 1.7086  0.244
15 H -2.4095 0.7910 1.5200  0.227
16 H -0.7772 -3.3349 0.6203  0.240
17 H 0.1399 -2.6116 1.8070  0.221
18 H -1.4761 -1.8211 1.4042  0.230
19 H 1.1019 2.1997 -0.8186  0.255
20 H 2.3548 1.2976 -1.7827  0.221
21 H 0.7547 1.8526 -2.5488  0.224
22 H -0.3173 0.3366 2.2074  0.192
23 H 1.3170 1.9621 1.8908  0.506

Results
HOMO-LUMO gap (alpha / beta) in eV: 6.104 / 6.742
Relative energy (zero: lowest compared OMol25 entry of this formula, charge and spin) in eV: 1.569
Charge: +1
E_LUMO (alpha / beta) in eV: -2.731 / -7.175
Spin multiplicity: 3